1.
C32H60Br2NO13PS | ωB97M-V with the def2-TZVPD basis set

The geometry in XYZ format:
```
110
Properties=species:S:1:pos:R:3:forces:R:3:mulliken_charge:R:1
C -2.989 -0.212 4.001 0.281 -0.449 -0.046 -1.376
C -2.997 -1.416 3.048 0.303 0.660 0.720 -0.087
C -2.008 -2.493 3.504 -0.648 0.326 -0.601 -0.547
O -1.123 -2.790 2.423 -0.027 0.229 0.549 -0.331
C 0.201 -3.155 2.697 0.623 -1.617 -1.110 0.178
S 0.606 -3.996 4.260 0.083 0.564 0.241 0.013
N 0.496 -4.098 1.598 -0.342 0.653 0.314 -0.261
C 0.669 -3.301 0.454 -0.265 -0.392 -0.424 -0.827
O 0.438 -3.689 -0.661 0.372 0.211 0.437 -0.545
C 1.137 -1.865 0.859 0.464 -1.163 -0.342 2.001
C 2.562 -1.687 0.322 0.389 0.669 -0.226 -0.757
Br 3.292 -3.034 -0.825 0.134 0.153 0.240 -0.154
C 3.316 -0.608 0.592 -0.400 -0.779 -0.235 0.542
C 2.890 0.564 1.399 0.338 0.248 -0.175 -1.724
Br 5.097 -0.412 -0.032 -0.029 -0.088 0.035 -0.150
P -0.088 -0.613 0.189 -0.910 1.157 0.838 -0.062
C -1.282 -1.495 -0.846 0.843 -0.607 -0.714 -1.346
O 0.777 0.246 -0.928 0.051 -0.494 -0.277 -0.290
C 1.141 -1.976 2.432 -0.811 0.934 0.299 -0.153
C 0.653 -0.800 3.284 0.268 -0.276 0.195 -1.946
H -1.969 0.051 4.256 0.248 0.141 0.019 0.322
H -3.480 -0.477 4.931 -0.236 0.163 0.215 0.360
H -3.442 0.663 3.555 -0.333 0.143 0.001 0.380
H -2.699 -1.048 2.077 -0.064 -0.215 -0.452 -0.011
H -4.008 -1.801 3.034 -0.209 -0.204 -0.425 0.467
H -1.480 -2.126 4.372 0.264 -0.170 0.239 0.439
H -2.557 -3.396 3.745 0.038 -0.323 0.264 0.372
H -0.562 -4.608 4.473 -0.064 -0.079 -0.122 0.161
H 1.258 -4.727 1.797 -0.019 -0.306 -0.091 0.398
H 3.335 0.522 2.386 0.003 -0.028 0.328 0.371
H 1.819 0.665 1.464 -0.306 -0.084 0.159 0.372
H 3.284 1.460 0.934 -0.020 0.226 -0.121 0.576
H -1.857 -2.208 -0.273 -0.267 0.010 0.304 0.380
H -1.912 -0.778 -1.354 -0.276 0.407 0.219 0.411
H -0.773 -2.069 -1.616 0.038 -0.057 -0.131 0.412
H 0.611 1.166 -0.720 0.078 0.330 -0.113 0.401
H 2.136 -2.247 2.759 0.339 -0.200 -0.031 0.802
H -0.211 -0.314 2.860 -0.141 0.173 -0.181 0.292
H 1.418 -0.072 3.498 0.230 0.280 -0.142 0.398
H 0.369 -1.202 4.250 -0.029 -0.053 0.231 0.506
C -0.508 2.460 -5.138 -0.083 0.220 0.171 -0.589
C -1.083 1.428 -4.192 0.265 0.038 -0.243 -0.355
O -1.841 2.050 -3.143 0.144 -0.233 0.365 -0.319
C -3.117 2.431 -3.282 -0.090 0.161 -0.426 0.769
C -3.747 2.421 -4.654 -0.145 -0.431 0.057 -0.862
O -3.713 2.836 -2.319 -0.005 0.047 0.229 -0.626
H -1.295 3.019 -5.642 0.107 -0.116 -0.023 -0.087
H 0.113 1.985 -5.897 -0.012 -0.030 0.000 0.379
H 0.102 3.174 -4.581 0.079 -0.091 0.027 0.317
H -1.679 0.676 -4.711 -0.086 0.065 0.013 0.307
H -0.282 0.896 -3.680 -0.068 0.009 0.138 0.320
H -3.662 3.418 -5.084 0.052 0.000 -0.052 0.011
H -4.800 2.172 -4.539 -0.032 0.147 0.075 0.434
H -3.308 1.710 -5.346 0.088 0.127 -0.060 0.395
C -5.113 5.694 -1.621 -0.100 0.184 0.071 -1.049
C -4.956 5.832 -3.119 0.128 -0.051 0.228 0.188
O -6.167 6.275 -3.749 0.029 -0.156 -0.232 -0.380
C -6.518 7.568 -3.836 0.110 0.102 0.249 0.742
C -5.749 8.605 -3.046 0.296 0.007 -0.209 -0.950
O -7.467 7.866 -4.504 -0.169 0.040 -0.162 -0.581
H -5.343 6.651 -1.150 0.059 0.028 -0.019 0.358
H -4.199 5.301 -1.180 0.000 -0.072 -0.036 0.317
H -5.930 5.012 -1.390 0.044 -0.089 -0.036 0.301
H -4.123 6.482 -3.394 -0.038 0.051 0.027 0.310
H -4.750 4.857 -3.549 -0.109 -0.027 -0.041 -0.198
H -6.282 8.796 -2.116 -0.014 0.000 0.023 0.250
H -5.723 9.522 -3.629 -0.165 0.032 0.022 0.315
H -4.724 8.327 -2.818 -0.063 -0.051 0.107 0.343
C 4.522 -4.039 9.524 -0.110 0.094 -0.028 -0.930
C 4.060 -5.385 9.008 0.189 0.032 0.097 -0.434
O 2.706 -5.351 8.546 -0.075 -0.209 0.119 -0.385
C 2.378 -4.944 7.309 0.156 0.292 -0.092 0.733
C 3.422 -4.279 6.447 0.169 -0.239 -0.166 -0.774
O 1.240 -5.063 6.943 -0.215 -0.163 0.064 -0.540
H 4.518 -3.285 8.738 0.054 -0.005 -0.025 0.268
H 5.535 -4.113 9.919 0.009 -0.021 0.017 0.342
H 3.859 -3.695 10.318 0.028 -0.031 0.026 0.305
H 4.720 -5.774 8.232 -0.025 0.024 -0.014 0.395
H 4.059 -6.113 9.817 -0.085 -0.019 -0.014 0.301
H 3.317 -3.199 6.550 -0.030 0.016 -0.014 0.174
H 3.232 -4.552 5.413 -0.109 0.093 -0.015 0.161
H 4.444 -4.554 6.676 0.091 0.060 0.075 0.392
C -4.929 6.467 -8.255 -0.014 -0.145 0.040 -0.896
C -3.421 6.341 -8.197 -0.195 0.167 -0.101 -0.454
O -3.009 5.152 -7.513 0.175 0.106 0.152 -0.394
C -2.908 3.954 -8.110 -0.300 -0.013 -0.133 0.895
C -3.440 3.761 -9.510 0.301 0.182 -0.174 -1.248
O -2.451 3.044 -7.474 -0.011 -0.138 -0.150 -0.542
H -5.381 5.652 -8.819 0.015 0.019 -0.065 0.261
H -5.212 7.408 -8.727 0.007 0.020 0.009 0.383
H -5.350 6.441 -7.249 0.003 0.055 0.016 0.222
H -2.959 6.394 -9.184 -0.023 -0.051 -0.010 0.386
H -3.004 7.157 -7.611 0.059 -0.049 0.066 0.335
H -4.449 3.357 -9.443 -0.021 -0.005 0.013 0.280
H -2.806 3.038 -10.016 -0.055 -0.127 0.086 0.344
H -3.458 4.666 -10.111 -0.115 0.010 0.057 0.362
C 6.608 -6.702 1.564 0.097 -0.046 0.075 -1.019
C 6.406 -5.222 1.808 -0.034 -0.213 -0.188 -0.174
O 6.555 -4.895 3.194 -0.283 0.169 -0.033 -0.363
C 7.752 -4.665 3.761 0.200 -0.133 0.073 0.782
C 9.013 -4.951 2.982 0.012 0.294 -0.235 -0.993
O 7.787 -4.288 4.900 -0.062 0.027 0.070 -0.575
H 7.616 -7.022 1.829 0.023 0.022 -0.060 0.291
H 6.439 -6.939 0.514 -0.022 0.001 -0.016 0.366
H 5.912 -7.281 2.170 -0.050 0.017 -0.029 0.305
H 7.063 -4.605 1.194 0.004 -0.007 0.023 0.328
H 5.384 -4.948 1.548 0.006 0.108 0.144 0.168
H 9.368 -5.945 3.250 0.006 -0.018 0.010 0.263
H 9.763 -4.220 3.273 0.019 -0.064 0.149 0.311
H 8.896 -4.894 1.903 -0.002 -0.122 0.030 0.319
```
Positions in Å, forces in eV/Å.

Properties
E_HOMO in Eh: -0.30101
F_max in hartree/bohr: 0.04001
Structure (SMILES): CCCO[C@@]1(S)NC(=O)[C@@](/C(Br)=C(\C)Br)(P(C)O)[C@H]1C.CCOC(C)=O.CCOC(C)=O.CCOC(C)=O.CCOC(C)=O.CCOC(C)=O
Kohn-Sham gap in eV: 8.60
Charge: 0

2.
C32H61BN6O10P2Sr | ωB97M-V with the def2-TZVPD basis set

The geometry in XYZ format:
```
113
Properties=species:S:1:pos:R:3:forces:R:3:mulliken_charge:R:1
Sr -0.289 1.124 -0.696 0.895 -1.179 1.301 1.593
C -0.259 1.276 2.960 0.017 0.081 -0.043 0.298
O -0.917 1.790 1.793 -0.021 0.187 0.108 0.142
C -2.326 1.738 1.869 -0.092 -0.009 -0.050 -1.136
C -2.884 0.338 1.628 0.062 -0.069 0.055 -0.351
O -2.085 -0.311 0.653 -0.059 0.173 -0.197 1.849
C -2.447 -1.662 0.392 0.128 -0.040 0.035 0.005
C -3.790 -1.823 -0.279 -0.040 0.005 0.007 -1.301
O -3.743 -1.233 -1.555 -0.018 0.018 0.069 -0.197
C -5.013 -0.961 -2.096 -0.002 -0.024 -0.015 -0.995
H -0.816 1.581 3.852 0.022 0.034 -0.016 0.465
H 0.735 1.713 2.988 0.017 -0.003 -0.009 0.119
H -0.164 0.192 2.906 0.008 0.083 -0.026 -0.675
H -2.703 2.425 1.114 -0.014 -0.080 -0.079 0.079
H -2.667 2.110 2.841 -0.018 -0.076 0.027 0.584
H -3.917 0.446 1.284 -0.008 -0.014 0.038 0.389
H -2.888 -0.262 2.547 0.084 0.001 -0.018 -0.138
H -2.434 -2.231 1.323 0.018 -0.055 0.119 -0.284
H -1.654 -2.059 -0.246 -0.004 0.015 -0.013 0.023
H -4.589 -1.371 0.323 0.016 0.006 -0.007 0.491
H -4.010 -2.898 -0.353 -0.013 0.001 0.004 0.527
H -5.601 -1.877 -2.225 0.000 0.001 0.001 0.286
H -4.855 -0.500 -3.069 -0.008 0.004 0.000 0.265
H -5.572 -0.266 -1.460 0.001 -0.002 -0.001 0.351
C 1.322 -4.638 0.367 0.005 0.030 0.003 -1.212
C 0.717 -3.732 1.385 -0.243 -0.008 -0.050 0.452
C -0.155 -4.055 2.401 0.116 0.046 0.043 -0.966
C -0.373 -2.844 3.089 -0.114 -0.143 -0.038 -0.666
N 0.270 -1.852 2.488 0.327 -0.038 0.316 -0.426
N 0.958 -2.401 1.457 -0.238 0.104 -0.347 0.652
B 2.101 -1.701 0.658 0.192 -0.192 0.084 -1.477
N 2.561 -0.334 1.210 -0.235 -0.022 0.214 -0.186
N 2.090 0.891 0.831 0.200 -0.033 -0.563 1.450
C 2.973 1.785 1.284 -0.103 0.043 0.183 -1.022
C 3.982 1.144 2.016 -0.028 0.047 0.025 -0.849
C 3.681 -0.198 1.947 0.002 0.021 0.044 0.305
C 4.414 -1.336 2.577 0.002 -0.015 -0.014 -1.609
C 2.882 3.272 0.997 0.020 0.026 -0.024 2.725
C 2.920 3.498 -0.519 -0.020 -0.019 0.015 -1.354
C 1.606 3.880 1.583 0.037 -0.011 0.013 -1.402
C 4.080 3.992 1.621 0.009 -0.011 -0.014 -2.375
N 1.881 -1.687 -0.874 0.199 0.090 -0.011 0.189
N 0.802 -1.178 -1.527 -0.505 -0.211 -0.132 1.019
C 0.907 -1.564 -2.801 0.171 0.059 0.005 -0.549
C 2.094 -2.287 -2.985 -0.015 0.054 0.004 -1.012
C 2.692 -2.327 -1.747 0.045 0.039 -0.041 0.147
C 4.038 -2.890 -1.424 -0.021 -0.023 -0.011 -1.351
C -0.077 -1.257 -3.904 -0.013 -0.022 -0.027 3.069
C -1.270 -0.440 -3.431 0.018 0.107 0.005 -0.914
C -0.588 -2.586 -4.477 -0.008 -0.008 0.028 -2.100
C 0.653 -0.478 -5.006 -0.005 -0.011 -0.007 -1.850
C -1.112 -2.703 4.406 -0.017 0.038 0.022 2.690
C -0.512 -3.720 5.390 0.008 0.029 0.027 -1.949
C -0.955 -1.305 5.001 -0.032 -0.022 -0.059 -1.596
C -2.604 -3.018 4.246 0.031 -0.022 -0.029 -1.628
H 1.013 -5.662 0.570 -0.007 -0.008 -0.013 0.459
H 2.411 -4.595 0.406 0.004 -0.008 -0.001 0.103
H 1.015 -4.378 -0.647 0.017 0.027 -0.015 0.120
H -0.525 -5.040 2.638 -0.008 0.003 -0.004 0.526
H 3.048 -2.430 0.773 -0.036 0.048 0.121 -0.187
H 4.820 1.584 2.527 -0.004 0.003 -0.006 0.648
H 5.178 -0.941 3.245 0.000 0.003 0.010 0.458
H 4.899 -1.968 1.833 0.005 0.003 0.008 0.189
H 3.739 -1.968 3.155 -0.006 -0.010 -0.005 0.211
H 2.072 3.038 -1.022 0.009 0.017 -0.001 0.010
H 3.830 3.073 -0.947 0.000 -0.001 -0.006 0.442
H 2.905 4.569 -0.741 -0.006 0.010 -0.003 0.432
H 0.713 3.383 1.212 0.008 0.001 0.033 -0.132
H 1.547 4.940 1.322 -0.005 0.002 -0.011 0.622
H 1.608 3.803 2.673 -0.002 0.006 0.002 0.372
H 5.022 3.635 1.201 0.004 -0.004 0.008 0.429
H 4.109 3.853 2.703 -0.001 0.007 0.003 0.460
H 4.006 5.063 1.420 0.005 0.002 -0.004 0.448
H 2.486 -2.701 -3.898 -0.005 0.003 -0.002 0.615
H 4.551 -3.117 -2.357 -0.003 -0.009 -0.005 0.455
H 3.979 -3.807 -0.839 -0.001 0.005 0.022 0.170
H 4.641 -2.176 -0.865 0.001 -0.003 0.001 0.184
H -1.831 -0.912 -2.624 0.058 -0.005 -0.035 -0.196
H -1.954 -0.300 -4.273 -0.070 -0.028 0.047 0.774
H -0.971 0.564 -3.136 0.008 0.011 -0.052 -0.476
H -1.079 -3.177 -3.701 -0.015 0.002 -0.007 0.336
H 0.228 -3.179 -4.891 0.001 -0.007 0.016 0.382
H -1.312 -2.397 -5.273 0.008 0.002 -0.008 0.484
H 1.075 0.446 -4.611 -0.007 0.011 -0.006 0.240
H -0.042 -0.222 -5.809 0.000 -0.003 -0.005 0.452
H 1.465 -1.070 -5.434 0.006 0.004 0.002 0.379
H 0.566 -3.579 5.477 0.004 0.005 0.017 0.381
H -0.693 -4.745 5.061 0.017 0.000 -0.016 0.358
H -0.960 -3.597 6.379 -0.008 -0.010 -0.005 0.451
H 0.097 -1.049 5.133 -0.001 0.012 -0.017 0.245
H -1.452 -1.261 5.973 0.010 -0.016 0.012 0.507
H -1.403 -0.549 4.357 -0.042 -0.087 0.064 0.165
H -2.753 -4.018 3.834 -0.003 0.012 -0.012 0.299
H -3.095 -2.302 3.586 -0.005 0.031 -0.043 0.234
H -3.105 -2.970 5.216 0.002 -0.025 0.006 0.475
C -2.837 3.691 -4.038 0.000 -0.020 0.005 -1.777
C -1.779 4.121 -3.024 0.010 0.009 0.009 1.357
O -1.666 5.550 -2.965 -0.059 0.014 -0.006 -0.668
P -0.115 3.482 -3.468 -0.002 0.144 -0.028 0.025
O 0.798 4.767 -3.615 0.099 -0.031 0.142 -0.596
O -0.135 2.908 -4.946 -0.032 0.008 -0.015 -0.476
O 0.388 2.431 -2.559 0.184 0.314 -0.624 -0.398
P -2.283 3.528 -1.352 -0.001 0.111 -0.147 0.485
O -0.941 3.891 -0.466 -0.273 0.008 -0.151 -0.188
O -3.416 4.371 -0.912 0.084 0.079 -0.001 -0.871
O -2.318 2.030 -1.401 -0.737 0.364 -0.192 -0.580
H -2.658 4.169 -5.002 0.015 -0.007 -0.008 0.442
H -3.819 4.002 -3.678 -0.003 0.000 0.005 0.458
H -2.841 2.608 -4.164 -0.012 0.002 0.002 0.198
H -2.404 5.846 -2.407 0.019 -0.010 0.015 0.439
H 0.581 5.448 -2.959 -0.105 0.027 -0.105 0.371
H -0.324 3.563 -5.629 0.038 0.006 0.018 0.403
H -1.171 4.543 0.207 0.091 0.002 0.037 0.258
```
Positions in Å, forces in eV/Å.

Properties
E_HOMO in Eh: -0.29930
F_max in hartree/bohr: 0.03832
Relative energy (zero: lowest compared OMol25 entry of this formula, charge and spin) in kcal per mole: 0.00
Kohn-Sham gap in eV: 8.46
Charge: 0